[1]
This record from OMol25 describes C34H30NO2Ru as an isolated structure. The level of theory is ωB97M-V/def2-TZVPD.

The geometry in XYZ format:
```
68
Properties=species:S:1:pos:R:3:lowdin_charge:R:1
C -4.061 -3.971 1.391 -0.0575
C 5.598 -2.634 -1.416 -0.0598
H -0.601 -1.039 3.632 0.1252
C -0.406 -0.829 2.585 -0.0517
C 3.817 0.475 -3.794 -0.0079
C -0.273 1.930 -0.038 -0.1952
C 2.693 0.109 0.832 -0.2055
O 1.252 -0.685 -1.489 -0.2656
H 1.717 -1.284 4.256 0.1325
H -0.610 -3.744 3.762 0.1250
H 0.211 2.606 -0.740 0.0225
C 3.717 -3.825 -2.303 -0.0694
H 4.724 -0.137 1.425 0.1243
C 5.043 -3.811 -1.894 -0.0724
H 1.919 -2.689 -2.551 0.1232
H 2.809 -4.577 0.295 0.0950
C 0.154 -3.149 1.842 -0.1670
C 2.947 -2.676 -2.212 -0.0258
H 3.281 -4.731 -2.705 0.1139
H 5.294 -0.573 -0.972 0.1115
H 1.092 -5.484 4.111 0.1098
C -4.252 -2.614 3.361 -0.0663
H 4.773 1.178 -5.574 0.1115
C 2.077 -5.129 2.237 -0.0703
C 2.613 -0.250 -1.658 -0.3926
C 3.690 -0.262 1.712 0.0205
C -2.992 -2.077 3.113 -0.0325
C -0.853 -2.001 1.690 -0.4106
C -4.786 -3.561 2.506 -0.0717
H 2.821 -5.901 2.390 0.1081
C 3.351 -0.757 2.959 0.0049
C 1.111 -3.403 0.866 -0.0188
C 4.825 -1.484 -1.323 -0.0488
H 3.994 1.053 -0.581 0.1368
C 1.661 1.403 -3.335 -0.0417
H -0.981 0.056 2.293 0.1309
C 1.049 -0.569 2.363 -0.2269
N 1.396 -0.060 1.168 0.0489
H 1.112 -2.836 -0.053 0.0866
H -4.473 -4.711 0.717 0.1104
H -2.238 -3.770 0.287 0.1252
H -4.811 -2.286 4.227 0.1091
C 2.704 0.558 -2.966 -0.1416
H 5.645 -4.708 -1.960 0.1099
C 3.487 -1.497 -1.703 -0.1697
H 4.122 -1.028 3.667 0.1272
C 2.858 2.097 -5.296 -0.0703
C 1.734 2.173 -4.485 -0.0624
H -2.607 -1.332 3.797 0.1053
H -1.357 1.983 -0.234 0.0245
H 4.627 -0.202 -3.562 0.1132
Ru 0.031 -0.053 -0.330 1.4369
H 0.913 2.826 -4.752 0.1101
C -2.258 -2.492 2.011 -0.1668
C -2.807 -3.442 1.148 -0.0169
C 0.151 -3.910 3.008 -0.0211
H -5.761 -3.985 2.707 0.1091
H 2.323 1.578 -0.638 0.1122
C 2.018 -0.899 3.292 0.0206
H 6.640 -2.603 -1.125 0.1105
C 2.072 -4.388 1.066 -0.0512
H -0.096 2.233 0.992 0.0177
H 0.759 1.444 -2.738 0.0825
C 2.968 0.707 -0.508 -0.0456
H 2.914 2.682 -6.205 0.1104
C 1.110 -4.892 3.205 -0.0603
O -0.858 -1.523 0.336 -0.2443
C 3.895 1.249 -4.946 -0.0575
```

## Properties
**HOMO level**: -0.4220 Ha
**Net charge**: +1
**Orbital gap**: 0.272 Ha

---

[2]
This record from OMol25 describes C34H31Br4GeLiO2P2 as an isolated structure. The level of theory is ωB97M-V/def2-TZVPD.

The geometry in XYZ format:
```
75
Properties=species:S:1:pos:R:3:lowdin_charge:R:1
C -4.289 -1.901 1.278 -0.1057
H -2.108 6.437 2.044 0.0949
H 1.342 -5.006 -0.694 0.0925
C 4.049 -0.578 -2.718 -0.2734
C -2.487 1.019 -1.963 -0.2981
C 4.645 0.237 -0.071 -0.2707
C -0.498 -2.747 -0.146 -0.2630
C -2.600 4.363 2.295 -0.0941
H -3.094 4.513 3.248 0.0958
H -4.036 -0.770 -0.525 0.0885
H 0.993 -3.335 -3.572 0.0330
H -0.443 -3.825 0.004 0.0364
H 4.486 -0.002 0.981 0.0495
H 3.372 -6.055 0.196 0.0988
H -0.697 -2.908 -3.284 0.0174
C 1.393 0.696 3.295 -0.6433
Br 2.078 1.617 5.921 0.6504
C 0.204 -3.314 -2.820 -0.2797
C -3.020 -0.209 -3.990 -0.1009
H 0.003 -4.330 -2.478 0.0302
C -2.161 -0.434 2.268 -0.1308
C -3.673 -0.943 0.483 -0.1276
H 4.971 -1.160 -2.703 0.0370
H -1.320 0.129 2.655 0.0763
O 1.243 2.086 -0.031 -0.2625
C -3.074 2.148 -2.531 -0.1046
Br 2.279 4.710 1.112 0.7165
H -0.247 -2.225 0.780 0.0288
C 3.368 -4.995 -0.031 -0.0886
H -2.001 -1.042 -2.301 0.0618
H 5.633 -0.100 -0.390 0.0317
C -2.767 -1.394 3.063 -0.0867
Br 1.101 -1.005 4.089 0.7238
O 0.843 -0.249 1.185 -0.2953
C 4.494 -2.875 -0.084 -0.0886
H -2.397 -1.574 4.065 0.0944
H -4.088 2.991 -4.222 0.0958
C 3.355 -2.268 -0.610 -0.3845
H -4.032 0.893 -5.532 0.0925
H -2.993 -1.133 -4.555 0.0945
C 4.502 -4.230 0.202 -0.0879
H -0.780 3.803 -1.053 0.1035
C -1.316 3.963 -0.125 -0.1426
H -1.516 -2.470 -0.423 0.0248
H -2.937 2.245 2.293 0.0894
Ge -1.557 1.054 -0.185 1.1340
C -2.598 -0.196 0.963 -0.3072
Li 0.990 0.344 -0.488 0.3794
C -1.861 2.867 0.545 -0.2998
H -3.105 3.073 -1.966 0.0884
C 1.805 1.798 4.054 -0.7736
C 1.427 2.032 1.249 -0.4887
C -2.503 3.085 1.761 -0.0990
Br 2.628 4.509 4.415 0.6500
C -2.059 5.444 1.614 -0.1001
H -5.130 -2.465 0.891 0.0930
C -3.831 -2.136 2.566 -0.1039
H -4.295 -2.901 3.177 0.0924
H 3.343 -1.031 -3.416 0.0274
C -3.631 2.103 -3.803 -0.0980
C 1.843 3.112 2.035 -0.6377
H 5.382 -2.288 0.112 0.0928
C -2.464 -0.154 -2.721 -0.1414
H 4.258 0.440 -3.048 0.0361
H -0.985 6.079 -0.131 0.0970
C 2.037 3.008 3.419 -0.7710
C -3.604 0.926 -4.538 -0.1097
C 2.201 -3.037 -0.827 -0.3798
H 5.394 -4.690 0.610 0.0994
H 4.576 1.320 -0.183 0.0413
P 0.684 -2.183 -1.434 0.8792
C 1.208 0.763 1.912 -0.4865
C -1.427 5.242 0.395 -0.1076
C 2.227 -4.399 -0.538 -0.0972
P 3.267 -0.491 -1.047 0.8615
```

## Properties
**HOMO level (alpha / beta)**: -0.1356 / -0.1401 Ha
**Net charge**: -1
**2S+1**: 2
**Orbital gap (alpha / beta)**: 0.218 / 0.202 Ha

---

[3]
This record from OMol25 describes C34H31BrN8O6S2W as an isolated structure. The level of theory is ωB97M-V/def2-TZVPD.

The geometry in XYZ format:
```
83
Properties=species:S:1:pos:R:3:lowdin_charge:R:1
C 5.345 0.195 -0.927 -0.0181
C -1.011 -2.821 2.728 -0.1364
H -7.394 0.474 -0.777 0.0770
H 4.724 1.734 2.498 0.1030
H -6.944 1.499 0.588 0.0795
N 0.733 0.881 -2.992 -0.0251
H 0.017 -0.772 -5.767 0.0974
C -0.911 2.159 -4.254 -0.0508
C 0.004 0.016 -5.030 -0.0316
C -1.176 0.685 1.852 -0.0230
C 4.162 -3.508 1.429 -0.0556
H -3.332 -1.186 1.134 0.0404
C -1.029 5.643 0.643 -0.2612
C 0.079 2.290 -1.734 -0.1516
Br -1.413 -1.437 -0.946 0.1547
N 0.147 -1.397 1.504 -0.1298
O -4.808 0.957 2.460 -0.3146
H 5.083 -5.239 0.544 0.1045
H 2.259 -3.606 -2.935 0.1141
H -2.205 0.944 2.092 0.0753
C 0.689 -0.155 -3.879 -0.1650
H 0.731 -3.467 1.591 0.1219
H 4.741 -3.523 2.342 0.1027
C -3.878 -1.437 2.050 -0.2177
H -2.966 -0.204 3.587 0.1148
H -5.924 -1.372 0.110 0.1094
H -1.193 4.477 -2.529 0.0989
C 6.420 0.674 -0.236 -0.0720
C 0.573 0.994 -1.591 -0.2339
C 0.205 2.226 -3.254 -0.2124
S 2.222 0.799 1.342 0.7251
C 0.020 3.479 0.470 -0.0493
N 1.351 -1.833 -2.248 -0.1659
C 2.647 -3.355 -0.850 -0.2325
C -0.907 1.153 -5.138 -0.0989
N 2.464 -2.452 0.125 -0.0446
H 0.997 2.902 -3.616 0.1542
C 4.929 1.303 1.529 -0.0890
W 1.147 -0.744 -0.444 1.0705
O -0.779 -5.020 3.201 0.0850
H 0.601 2.685 0.913 0.0169
H -1.834 6.427 -1.184 0.1110
H -3.260 -1.867 4.097 0.1168
C 1.765 -3.214 -2.045 -0.1681
H -1.669 2.933 -4.282 0.0860
C -0.861 -0.743 2.086 -0.3760
H -4.242 -2.462 1.970 0.1179
H -0.095 4.609 2.279 0.1136
C 6.198 1.245 1.026 -0.0874
S -5.286 -0.361 2.110 0.6354
C -1.406 6.785 1.428 -0.2122
C -0.349 4.567 1.226 -0.0373
O 3.121 -0.198 -1.190 -0.2603
O -6.319 -0.978 2.909 -0.3166
C -0.954 4.498 -1.473 -0.0217
H 0.871 -3.833 -1.866 0.1286
C -7.091 0.468 0.269 -0.1150
H -1.661 1.122 -5.917 0.0904
C -0.284 3.395 -0.904 -0.1695
H 3.706 -5.083 -1.528 0.1165
N -1.707 7.703 2.055 0.1166
N -1.600 -1.577 2.854 0.0589
H 3.019 -1.755 1.973 0.0847
H -4.975 0.108 -0.142 0.1086
N -1.460 -4.026 3.361 -0.3362
C 3.824 0.793 0.808 -0.6460
H -7.891 0.031 0.863 0.0743
C -5.803 -0.331 0.416 -0.3025
O -2.503 -3.988 4.000 0.0670
H 7.027 1.636 1.602 0.1027
C -2.967 -1.241 3.265 -0.1206
C 1.310 -1.485 -3.548 -0.4780
H 5.386 -0.255 -1.908 0.1392
C 4.347 -4.453 0.430 -0.0647
H -0.514 1.318 2.445 0.0819
C 3.584 -4.374 -0.719 -0.0093
C 3.211 -2.525 1.234 -0.1423
H 7.404 0.608 -0.674 0.0997
N 4.095 0.264 -0.416 -0.1829
H -0.987 0.891 0.796 0.0371
C -1.317 5.595 -0.721 -0.0468
C 0.064 -2.689 1.914 -0.0532
O 1.681 -2.200 -4.487 -0.0061
```

## Properties
**HOMO level (alpha / beta)**: -0.1344 / -0.1223 Ha
**Net charge**: -1
**2S+1**: 2
**Orbital gap (alpha / beta)**: 0.182 / 0.170 Ha

---

Asked for max |F| across the records above, the calculation gives 1.74; 1.21; 0.63 eV/A in order.